1.
2 unconnected molecules or ions with the total composition C5H12NO2 in a non-equilibrium geometry, computed with ωB97M-V/def2-TZVPD.

XYZ file:
```
20
Properties=species:S:1:pos:R:3:forces:R:3:mulliken_charge:R:1
C 2.632 -0.796 0.950 4.77 -1.35 -0.21 -0.12
C -0.172 1.960 -0.714 0.98 1.32 0.43 -1.17
C -1.483 0.245 1.156 0.75 -0.13 1.73 -1.16
C -0.846 -1.683 -0.226 1.40 -0.30 0.63 -0.89
C -0.248 0.472 -0.964 -2.04 1.98 2.51 0.86
N -0.744 -0.254 0.037 -0.03 -0.59 -4.43 0.22
O 1.729 -0.142 1.281 -3.28 1.52 0.60 -0.35
O 0.144 -0.118 -2.040 -0.72 -3.14 2.67 -0.42
H 2.628 -1.787 0.437 -0.57 0.24 0.04 0.22
H -0.167 2.067 0.437 0.63 0.22 -2.08 0.32
H 0.760 2.356 -1.248 -0.95 -0.54 1.23 0.38
H -0.953 2.710 -1.068 0.34 -1.68 0.11 0.32
H -2.025 1.092 0.861 -1.10 1.10 -0.24 0.44
H -2.160 -0.513 1.630 0.84 0.65 -0.77 0.32
H -0.722 0.570 1.872 -0.34 -0.10 0.43 0.42
H -1.322 -1.966 -1.155 -0.47 0.27 -0.04 0.32
H 0.192 -2.016 -0.296 -0.19 -0.52 0.13 0.29
H -1.314 -2.063 0.663 -0.13 -0.80 -0.11 0.34
H 0.382 0.301 -2.815 0.84 2.28 -2.24 0.39
H 3.687 -0.435 1.200 -0.74 -0.43 -0.37 0.25
```
Positions in Å, forces in eV/Å.

Computed properties:
* total energy: -10956.4354 eV
* E_LUMO: -3.5 eV
* charge: +1
* energy above the lowest of the compared OMol25 structures with the same formula, charge and spin: 210.71 kJ/mol

2.
2 unconnected molecules or ions with the total composition C22H29N5O3 in a non-equilibrium geometry, computed with ωB97M-V/def2-TZVPD.

XYZ file:
```
59
Properties=species:S:1:pos:R:3:forces:R:3:mulliken_charge:R:1
O 4.568 3.258 -0.168 0.59 0.25 -0.31 -0.75
O 3.315 -0.410 -2.520 -0.11 0.43 0.04 -0.71
N -0.954 0.128 2.012 -0.43 -0.94 -1.09 -0.57
N -1.751 1.810 -1.784 0.04 -0.06 0.04 -0.64
O 3.690 3.248 -2.758 0.44 -0.21 -0.53 -0.67
C 3.589 2.890 0.467 0.02 0.42 0.54 1.08
C 3.626 0.529 -1.793 -0.09 -1.10 -0.18 -0.09
C -1.608 -0.545 1.087 1.07 0.55 3.10 -0.10
C -5.118 -3.791 -0.414 0.24 0.18 0.53 -0.85
C -3.451 -2.131 0.580 1.65 0.49 1.58 -0.51
C -4.422 -3.220 0.730 -0.28 -0.07 -0.86 0.38
C -5.993 -4.739 0.046 0.60 0.53 0.15 -0.53
C -4.933 -3.835 1.849 -0.23 -0.35 -0.50 -0.83
C -2.400 -1.750 1.415 -1.95 -1.29 -1.84 0.97
C -1.412 1.009 -2.807 0.01 -0.39 0.96 -0.29
C -1.798 1.294 -0.544 0.21 -0.30 -1.05 -0.39
C -1.099 -0.338 -2.620 0.04 -0.01 0.03 -0.69
C -1.149 -0.885 -1.341 -0.15 0.48 -0.18 0.00
C -1.515 -0.048 -0.281 -0.09 0.18 -0.72 0.60
N -5.871 -4.770 1.428 -0.16 0.00 0.30 -0.02
N 4.857 0.649 -1.282 0.53 0.63 0.77 0.02
N 2.621 2.134 -0.050 -0.54 -0.74 -0.41 0.09
C 3.420 3.302 1.908 0.04 -0.05 -0.07 -1.46
C 5.956 -0.277 -1.544 -0.60 0.04 -0.29 -0.99
C -0.915 -0.334 3.419 -0.81 -0.23 -0.48 -0.74
C -2.008 -2.453 2.690 -0.23 0.41 -0.12 -0.75
C -1.977 -1.382 3.774 0.36 0.03 0.24 -0.65
C 1.441 3.745 -2.225 -0.24 -0.60 0.06 -1.25
C 2.548 1.559 -1.419 -0.11 0.46 0.00 0.80
C 2.447 2.632 -2.522 0.04 0.97 0.25 -0.15
H 4.074 3.483 -1.897 0.11 -0.04 -0.09 0.47
H -4.968 -3.517 -1.455 -0.02 -0.07 0.30 0.41
H -3.609 -1.554 -0.326 0.14 0.06 0.06 0.42
H -6.658 -5.347 -0.563 0.09 -0.02 0.65 0.39
H -4.692 -3.607 2.881 -0.40 -0.42 -0.19 0.45
H -1.371 1.425 -3.809 -0.08 0.21 0.18 0.38
H -2.081 1.949 0.276 0.03 0.01 -0.16 0.44
H -0.818 -0.947 -3.473 0.01 0.05 0.11 0.39
H -0.908 -1.933 -1.175 -0.09 0.22 0.03 0.53
H -6.413 -5.372 2.047 0.40 0.47 -0.43 0.22
H 5.056 1.491 -0.753 0.07 -0.11 -0.27 0.20
H 1.857 1.904 0.567 -0.01 -0.09 -0.09 0.18
H 4.275 3.908 2.206 -0.11 -0.08 -0.08 0.39
H 3.367 2.413 2.535 -0.11 0.03 0.14 0.33
H 2.507 3.885 2.011 -0.07 -0.03 0.15 0.35
H 6.169 -0.301 -2.614 0.05 -0.10 0.05 0.30
H 6.851 0.041 -1.008 -0.21 0.09 0.01 0.37
H 5.676 -1.280 -1.220 0.07 0.00 -0.07 0.29
H -1.031 0.529 4.083 0.13 0.05 -0.26 0.37
H 0.076 -0.758 3.615 0.03 0.14 -0.17 0.34
H -2.680 -3.260 2.968 -0.02 0.02 -0.22 0.26
H -1.013 -2.894 2.573 0.04 0.07 0.00 0.30
H -1.744 -1.832 4.743 -0.02 0.13 0.01 0.37
H -2.960 -0.904 3.852 0.06 -0.07 -0.02 0.34
H 1.351 4.385 -3.102 0.06 -0.03 0.06 0.35
H 1.773 4.351 -1.383 0.01 0.01 0.04 0.24
H 0.466 3.317 -2.002 -0.25 0.12 0.09 0.29
H 1.609 1.008 -1.466 0.03 -0.11 0.20 -0.23
H 2.135 2.138 -3.443 0.21 -0.21 0.01 0.58
```
Positions in Å, forces in eV/Å.

Computed properties:
* total energy: -36877.8356 eV
* E_LUMO: 0.3 eV
* charge: 0
* energy above the lowest of the compared OMol25 structures with the same formula, charge and spin: 286.42 kJ/mol
* SMILES: C(=C1/CCCN=C1c1cccnc1)/c1cc[nH]c1.CNC(=O)[C@@H](NC(C)=O)[C@@H](C)O

3.
A molecular structure, C19H22MgN2S in a non-equilibrium geometry, computed with ωB97M-V/def2-TZVPD.

XYZ file:
```
45
Properties=species:S:1:pos:R:3:forces:R:3:mulliken_charge:R:1
C -0.263 -2.558 0.222 1.46 -1.13 0.00 -1.69
C 3.231 -0.783 -0.854 0.25 -1.75 0.59 -1.46
H -0.513 -2.467 1.284 0.03 -0.21 0.00 0.32
H 0.660 -3.158 0.127 -0.04 -1.00 0.70 0.37
H -1.028 -3.164 -0.267 0.29 0.19 0.02 0.54
H 3.775 -0.189 -0.108 -0.14 0.07 -0.14 0.33
H 3.456 -1.842 -0.610 0.79 0.10 -0.15 0.38
H 3.625 -0.593 -1.850 0.01 0.04 -0.07 0.33
C 0.334 0.106 2.474 0.48 0.52 0.15 -0.21
C 0.276 1.039 3.526 -0.08 -0.28 -0.57 -0.65
C 0.786 2.319 3.316 0.22 -0.38 -0.38 -0.55
C 1.322 2.620 2.065 -0.21 -0.45 -0.47 -0.80
H -0.078 -0.898 2.605 0.28 0.30 -0.12 0.33
H -0.174 0.742 4.471 0.09 0.12 -0.22 0.44
H 0.769 3.076 4.097 0.02 -0.19 -0.11 0.42
H 1.739 3.600 1.857 -0.24 -0.15 0.21 0.30
N 0.882 0.380 1.274 -0.34 0.99 0.08 0.21
C 1.297 1.658 1.029 -0.34 -0.32 1.00 0.93
C 1.659 2.027 -0.367 0.50 0.42 -1.22 0.23
N 1.490 1.090 -1.327 -0.32 0.87 0.14 0.56
C 1.835 1.360 -2.594 0.37 0.83 0.41 -0.43
C 2.503 3.597 -2.020 -0.10 -0.20 0.17 -0.55
C 2.346 2.609 -2.994 -0.31 -0.72 0.27 -0.79
H 1.772 0.530 -3.306 -0.15 0.32 0.26 0.48
H 2.609 2.760 -4.044 -0.07 0.08 0.43 0.38
C 2.173 3.310 -0.696 -0.27 -0.88 0.06 -0.93
H 2.299 4.045 0.095 0.08 -0.04 -0.41 0.32
H 2.893 4.578 -2.281 -0.07 -0.19 0.04 0.41
Mg 1.206 -1.165 -0.402 -0.56 1.39 0.30 0.84
C -1.193 -1.131 -2.816 0.26 0.37 -0.12 -1.06
H -0.355 -1.828 -2.906 -0.23 -0.20 0.10 0.20
H -1.048 -0.332 -3.547 -0.13 -0.20 -0.04 0.41
H -2.140 -1.631 -2.999 0.15 0.10 -0.14 0.51
S -1.158 -0.313 -1.215 -1.18 2.24 -0.93 0.27
C -2.492 -0.939 -0.294 -0.54 -0.84 0.40 0.84
C -2.749 -0.370 0.977 0.19 -0.56 -0.67 -0.74
C -3.464 -1.111 1.922 0.11 0.10 -0.24 -0.52
C -3.929 -2.397 1.608 -0.06 0.19 -0.14 -0.56
C -3.781 -2.899 0.307 -0.12 0.52 0.09 -0.32
C -3.106 -2.148 -0.661 -0.11 -0.02 0.89 -0.80
H -2.311 0.605 1.201 -0.16 -0.29 0.10 0.51
H -3.624 -0.678 2.916 0.01 -0.28 -0.39 0.37
H -4.430 -2.990 2.376 0.15 0.17 -0.29 0.36
H -4.162 -3.892 0.054 0.09 0.37 0.09 0.35
H -2.941 -2.574 -1.645 -0.05 -0.01 0.32 0.12
```
Positions in Å, forces in eV/Å.

Computed properties:
* total energy: -39317.8273 eV
* E_LUMO: -0.3 eV
* charge: 0
* energy above the lowest of the compared OMol25 structures with the same formula, charge and spin: 270.27 kJ/mol

4.
C2H4N2O4 in the gas phase in a non-equilibrium geometry, computed with ωB97M-V/def2-TZVPD.

XYZ file:
```
12
Properties=species:S:1:pos:R:3:forces:R:3:mulliken_charge:R:1
C 0.166 -0.323 -0.037 0.75 -1.17 -2.60 0.51
C -0.993 0.749 0.231 3.30 -0.92 -0.27 -0.12
N -1.870 0.519 1.044 -2.70 -0.27 1.72 -0.49
N 1.461 0.437 -0.211 -7.20 -3.29 2.69 0.85
O 2.303 -0.164 -0.827 5.64 -2.37 -3.66 -0.47
O -0.251 -0.606 -1.398 1.27 -1.69 0.71 -0.52
O 1.486 1.584 0.195 1.44 5.90 1.52 -0.51
O 0.603 -1.595 0.534 -1.76 1.86 0.36 -0.53
H -0.595 1.515 -0.465 -1.53 0.46 0.34 0.30
H -2.747 1.062 1.248 1.67 -0.12 -0.86 0.27
H 0.288 -1.402 -1.694 -0.89 1.36 0.50 0.35
H 0.150 -1.775 1.379 0.01 0.26 -0.45 0.35
```
Positions in Å, forces in eV/Å.

Computed properties:
* total energy: -13300.4897 eV
* E_LUMO (spin up / spin down): 0.7 / -3.6 eV
* expectation value of S²: 2.007
* charge: 0
* energy above the lowest of the compared OMol25 structures with the same formula, charge and spin: 281.19 kJ/mol
* 2S+1: 3